The following is a DFT calculation (ωB97M-V/def2-TZVPD) of a molecular structure, C30H48P2V.

Each line ends with the Mulliken spin population.
Positions of all 81 atoms, in Å:
1 V 0.11 -0.65 1.59  2.101
2 C -0.80 -2.39 2.38  0.117
3 C 0.52 -2.70 1.89  -0.096
4 C 0.73 -1.17 3.63  -0.093
5 C -0.66 -1.44 3.45  -0.025
6 C 1.46 -1.91 2.64  0.005
7 C -2.09 -2.97 1.91  -0.020
8 H -1.99 -3.40 0.92  0.007
9 H -2.88 -2.21 1.89  -0.011
10 H -2.42 -3.77 2.59  -0.001
11 C -1.77 -0.89 4.27  0.043
12 H -2.64 -1.56 4.25  0.005
13 H -2.09 0.09 3.89  -0.006
14 H -1.47 -0.76 5.32  -0.001
15 C 1.34 -0.37 4.73  0.026
16 H 1.00 -0.72 5.72  -0.002
17 H 1.06 0.69 4.64  -0.004
18 H 2.43 -0.44 4.71  0.001
19 C 2.94 -1.93 2.50  -0.006
20 H 3.40 -2.56 3.28  -0.001
21 H 3.36 -0.93 2.61  -0.011
22 H 3.24 -2.34 1.53  0.006
23 C 0.85 -3.71 0.86  0.009
24 H 1.08 -4.67 1.34  0.004
25 H 1.74 -3.42 0.29  -0.013
26 H 0.02 -3.87 0.17  -0.005
27 C -1.53 0.63 -4.43  0.000
28 C -1.67 -0.69 -4.62  0.000
29 C -0.88 -1.50 -5.61  0.000
30 C 0.59 -1.07 -5.81  0.000
31 C 1.31 -0.62 -4.57  0.001
32 C 1.42 0.66 -4.18  -0.001
33 C 0.73 1.81 -4.86  0.001
34 C -0.72 1.53 -5.32  0.000
35 H -1.37 -1.50 -6.60  0.000
36 H 0.64 -0.31 -6.61  0.000
37 H -0.89 -2.56 -5.29  0.000
38 H -0.71 1.16 -6.36  0.000
39 H -2.17 1.16 -3.72  -0.001
40 H -2.54 -1.22 -4.22  0.000
41 H -1.24 2.51 -5.36  0.000
42 H 0.71 2.67 -4.17  0.000
43 H 2.18 0.97 -3.45  -0.001
44 H 1.31 2.14 -5.74  0.000
45 H 1.13 -1.95 -6.20  0.000
46 H 1.90 -1.41 -4.08  0.000
47 P -1.22 -0.44 -0.52  -0.078
48 C -2.68 0.57 -0.83  0.002
49 C -1.38 -1.92 -1.56  0.021
50 P 1.71 0.14 -0.25  -0.032
51 C 0.20 0.47 -1.29  -0.003
52 C 2.69 -1.04 -1.24  0.004
53 C 2.67 1.68 -0.28  0.012
54 H -2.71 1.39 -0.10  0.000
55 H -3.58 -0.05 -0.70  0.000
56 H -2.66 0.98 -1.85  -0.004
57 H -1.34 -1.63 -2.62  0.003
58 H -2.36 -2.39 -1.36  0.002
59 H -0.59 -2.65 -1.35  -0.011
60 H 2.79 2.04 -1.31  -0.001
61 H 3.66 1.48 0.16  -0.001
62 H 2.17 2.45 0.33  0.001
63 H -0.01 1.55 -1.31  0.004
64 H 0.35 0.11 -2.32  0.021
65 H 3.69 -1.11 -0.80  0.001
66 H 2.76 -0.71 -2.29  -0.002
67 H 2.22 -2.04 -1.22  -0.004
68 C -0.01 1.70 2.20  0.026
69 C -0.58 2.72 3.12  0.022
70 C -0.85 4.01 2.61  -0.007
71 C -1.23 5.05 3.44  0.001
72 C -1.39 4.84 4.81  -0.002
73 C -1.18 3.56 5.34  0.000
74 C -0.81 2.50 4.50  0.010
75 H -0.31 1.94 1.17  -0.008
76 H 1.09 1.63 2.31  -0.009
77 H -0.72 4.17 1.54  0.001
78 H -1.39 6.05 3.02  0.000
79 H -1.66 5.67 5.47  0.000
80 H -1.32 3.38 6.41  0.000
81 H -0.68 1.50 4.92  0.003

Summary:
Total charge: +1
Calculated total energy (Eh): -2798.3418
<S²>: 2.034
Multiplicity: 3
M (g/mol): 521.61
LUMO level (spin up / spin down) (hartree): -0.1201 / -0.1070
Kohn-Sham gap (spin up / spin down) (eV): 6.48 / 6.97